The following is a DFT calculation (ωB97M-V with the def2-TZVPD basis set) of a molecular structure, C22H19CaClFNO3.

Each line ends with the Löwdin charge.
Cartesian coordinates (Å):
C -0.4643 -5.4287 0.8008  0.01
C -0.8805 -4.2333 1.3946  -0.11
N -1.3180 -3.0348 0.7036  0.08
C -1.0293 -2.9004 -0.6952  -0.32
O -1.1844 -3.6782 -1.5853  0.15
C -0.5102 -1.4350 -0.7855  0.02
C -0.0502 -0.6503 -1.9037  -0.07
C -0.1051 -1.3372 -3.3315  -0.04
C -1.6170 -0.8201 -3.9138  -0.27
C -2.4388 -1.9464 -4.8049  0.02
O -2.7579 -1.4596 -3.3270  -0.07
C 0.4432 0.7532 -1.7330  -0.04
F 0.9168 1.4644 -2.9288  -0.30
C 0.4346 1.4030 -0.4144  -0.06
C 0.9723 2.8623 -0.3424  -0.16
C 2.3307 2.8005 0.4887  -0.67
C 3.4970 2.0687 -0.2775  -0.11
Cl 2.8817 4.4965 0.9089  0.60
C -0.0775 0.6239 0.7260  -0.02
C -0.1557 1.2600 2.1122  -0.18
C 0.4593 0.7336 3.3209  -0.01
C 0.2625 1.4764 4.5601  -0.04
C -0.5223 2.6933 4.6511  -0.03
C -1.1748 3.2137 3.4464  -0.04
C -0.9598 2.4940 2.2114  -0.04
C -0.5039 -0.7504 0.5136  0.07
C -1.0842 -1.8258 1.4879  -0.31
O -1.3363 -1.6949 2.6389  0.19
H -1.0750 -6.3703 0.7962  0.08
H 0.5567 -5.5155 0.3430  0.08
H -0.9083 -4.1931 2.5163  0.13
H 0.6657 -0.9809 -4.0642  0.10
H -0.2010 -2.4413 -3.2235  0.12
H -1.7058 0.3152 -4.2714  0.06
H -2.9554 -2.8903 -4.4823  0.18
H -1.4267 -2.5002 -4.9003  0.08
H 1.2876 3.1986 -1.3706  0.11
H 0.2594 3.5794 0.1296  0.11
H 2.1551 2.2706 1.4581  0.09
H 3.3087 1.9009 -1.3678  0.07
H 4.4401 2.6635 -0.1493  0.08
H 3.6835 1.0770 0.2110  0.09
H 1.0425 -0.2135 3.2593  0.12
H 0.7420 1.0713 5.4772  0.11
H -0.6711 3.2738 5.5878  0.12
H -1.8153 4.1202 3.4133  0.11
H -1.4487 2.8863 1.2826  0.11
Ca 0.0381 1.6003 -4.5672  1.80

Computed properties:
- Net charge: +2
- LUMO energy: -9.203 eV

The following is a DFT calculation (ωB97M-V with the def2-TZVPD basis set) of a molecular structure, C22H19CaIN4O3S3.

Each line ends with the Löwdin charge.
Cartesian coordinates (Å):
Ca -0.3095 0.6550 0.1221  1.32
O -0.0040 0.3842 2.2594  -0.29
C -0.3737 0.9669 3.3531  -0.39
C -0.1160 0.3263 4.5930  -0.02
C -0.4769 0.8763 5.7976  -0.10
C -1.1300 2.1055 5.8381  -0.11
C -1.3956 2.7542 4.6523  -0.06
C -1.0284 2.2356 3.3975  -0.09
C -1.3502 3.0237 2.2069  -0.26
N -1.3050 2.7042 0.9156  -0.02
C -1.7371 3.7969 0.2061  -0.15
C -2.0508 4.8028 1.0596  -0.09
N -1.7980 4.3082 2.3147  0.10
H 0.3746 -0.6380 4.5465  0.11
H -0.2638 0.3432 6.7170  0.10
H -1.4393 2.5422 6.7787  0.09
H -1.9363 3.6892 4.7249  0.09
H -1.7874 3.7720 -0.8705  0.08
H -2.4180 5.8010 0.8974  0.11
H -1.9021 4.8170 3.1708  0.14
S 4.5465 0.8619 0.8732  1.04
C 4.3745 1.2238 -0.7955  -0.39
C 3.0591 1.3923 -1.0953  -0.26
N 2.2084 1.2424 -0.0386  -0.11
C 2.8555 0.9595 1.0552  -0.48
H 5.2195 1.2970 -1.4602  0.07
H 2.6455 1.6225 -2.0665  0.08
H 2.3498 0.7783 1.9963  0.07
S -0.2810 1.6158 -2.8130  0.55
C -1.2015 0.3332 -3.3808  -1.18
N -0.7198 -0.8176 -3.8109  -0.04
C -1.6367 -1.7991 -4.3754  -0.19
C -3.0574 -1.3065 -4.0797  -0.39
S -2.9109 0.4451 -3.5898  0.96
H 0.2689 -1.0011 -3.7259  0.15
H -1.4712 -2.7591 -3.8911  0.11
H -1.4542 -1.8941 -5.4468  0.12
H -3.4884 -1.8681 -3.2536  0.07
H -3.6906 -1.3740 -4.9594  0.07
I 4.5775 -5.1615 -1.6642  0.85
C 2.7072 -4.2570 -1.4307  -0.74
C 2.6285 -2.9288 -1.0413  -0.15
C 1.3869 -2.3251 -0.9019  -0.03
C 0.2175 -3.0307 -1.1506  -0.13
C 0.3178 -4.3664 -1.5291  -0.02
C 1.5489 -4.9841 -1.6670  -0.14
C -1.1648 -2.3773 -1.1059  -0.63
O -2.1314 -3.0484 -1.4717  0.02
O -1.1807 -1.1545 -0.7618  -0.24
H 3.5296 -2.3609 -0.8463  0.09
H 1.3844 -1.2905 -0.5731  0.08
H -0.5993 -4.9096 -1.7180  0.12
H 1.6092 -6.0238 -1.9612  0.09

Computed properties:
- Net charge: 0
- LUMO energy: 0.322 eV
- Energy above the lowest of the compared OMol25 structures with the same formula, charge and spin: 0.0 kcal per mole

Per-record maximum force, eV/Å: 6.02, 0.63
Per-record frontier orbital gap, hartree: 0.1023, 0.2836